This record from OMol25 describes one molecule with the formula C10H13N2OPS at a distorted geometry. The level of theory is ωB97M-V/def2-TZVPD.

Calculated values
**Net charge**: 0
**Relative energy (zero: lowest compared OMol25 entry of this formula, charge and spin)**: 3.287 eV
**Electronic energy**: -1313.00475 Eh
**Max |F|**: 0.094 Eh/bohr
**Lowest unoccupied orbital energy**: 0.03035 Eh
**HOMO energy**: -7.83 eV
**SMILES string**: C=CN(N=C)P(S)c1ccc(OC)cc1

Positions of all 28 atoms, in Å:
C (2.862, 3.510, -0.428)
C (2.706, 2.746, 0.591)
N (1.508, 1.826, 0.699)
N (1.482, 0.767, 1.593)
C (2.451, 0.273, 2.197)
P (-0.049, 2.214, 0.074)
S (-1.110, 2.847, 1.704)
C (-0.783, 0.551, -0.287)
C (-0.023, -0.497, -0.788)
C (-0.653, -1.658, -1.117)
C (-2.000, -1.908, -0.882)
O (-2.579, -3.031, -1.024)
C (-1.898, -4.074, -1.814)
C (-2.800, -0.820, -0.375)
C (-2.180, 0.382, -0.056)
H (3.646, 4.262, -0.511)
H (2.146, 3.380, -1.225)
H (3.260, 2.772, 1.464)
H (2.319, -0.411, 3.078)
H (3.510, 0.606, 1.841)
H (-0.965, 1.837, 2.384)
H (1.026, -0.380, -0.760)
H (-0.028, -2.634, -1.272)
H (-1.365, -3.464, -2.598)
H (-2.733, -4.809, -1.927)
H (-1.146, -4.509, -1.092)
H (-3.893, -0.924, 0.040)
H (-2.711, 1.143, 0.491)


This record from OMol25 describes one molecule with the formula C10H13N3O at a distorted geometry. The level of theory is ωB97M-V/def2-TZVPD.

Calculated values
**Net charge**: 0
**Relative energy (zero: lowest compared OMol25 entry of this formula, charge and spin)**: 5.206 eV
**Electronic energy**: -628.10329 Eh
**Max |F|**: 0.169 Eh/bohr
**Lowest unoccupied orbital energy (alpha / beta)**: -0.03331 / -0.06051 Eh
**HOMO energy (alpha / beta)**: -8.35 / -8.27 eV
**SMILES string**: C/C=N/N[C@@]1(C)C=CC(C(C)=O)=C=N1

Positions of all 27 atoms, in Å:
C (-0.121, -2.713, 0.989)
C (0.734, -1.573, 1.188)
N (0.679, -0.566, 0.420)
N (1.575, 0.472, 0.661)
C (1.145, 1.824, 0.396)
C (2.443, 2.623, 0.227)
C (0.464, 1.667, -0.982)
C (-0.840, 1.344, -1.071)
C (-1.692, 1.288, 0.147)
C (-2.969, 0.642, 0.299)
C (-3.414, -0.352, -0.744)
O (-3.654, 0.805, 1.294)
C (-1.076, 2.039, 1.054)
N (0.233, 2.438, 1.330)
H (-0.591, -2.531, 0.102)
H (0.255, -3.709, 1.157)
H (-0.798, -2.797, 1.886)
H (1.525, -1.714, 2.103)
H (2.287, 0.457, 1.454)
H (2.765, 2.951, 1.247)
H (2.304, 3.652, -0.129)
H (3.271, 2.246, -0.440)
H (1.212, 1.495, -1.845)
H (-1.339, 1.023, -2.052)
H (-4.028, -1.041, -0.372)
H (-2.583, -0.852, -1.405)
H (-4.003, 0.267, -1.561)


This record from OMol25 describes a 2-piece molecular cluster, C10H13N3O overall at a distorted geometry. The level of theory is ωB97M-V/def2-TZVPD.

Calculated values
**Net charge**: 0
**Relative energy (zero: lowest compared OMol25 entry of this formula, charge and spin)**: 2.115 eV
**Electronic energy**: -628.21686 Eh
**Max |F|**: 0.077 Eh/bohr
**Lowest unoccupied orbital energy (alpha / beta)**: -0.01991 / -0.01899 Eh
**HOMO energy (alpha / beta)**: -7.89 / -7.92 eV

Positions of all 27 atoms, in Å:
C (3.806, 0.763, -0.281)
C (2.812, 0.108, -1.051)
C (-2.724, 2.198, -0.516)
C (-2.541, 1.843, 0.834)
C (3.180, 1.386, 0.766)
C (-2.029, 1.249, -1.219)
C (1.629, 0.407, -0.448)
C (-1.604, -2.723, 0.461)
C (-0.684, -0.672, -0.572)
C (-0.435, -1.729, 0.455)
N (-1.791, 0.768, 0.946)
N (1.841, 1.141, 0.664)
N (-1.485, 0.396, -0.304)
O (0.741, -2.440, 0.159)
H (4.858, 0.758, -0.488)
H (2.969, -0.468, -1.941)
H (-3.284, 3.024, -0.904)
H (-2.927, 2.328, 1.708)
H (3.581, 1.973, 1.568)
H (-1.870, 1.109, -2.268)
H (-2.521, -2.218, 0.754)
H (-1.725, -3.161, -0.526)
H (-1.386, -3.514, 1.169)
H (-0.586, -0.940, -1.612)
H (-0.368, -1.259, 1.449)
H (1.123, 1.467, 1.289)
H (1.420, -1.794, -0.094)


This record from OMol25 describes a 2-piece molecular cluster, C10H13N5O5 overall at a distorted geometry. The level of theory is ωB97M-V/def2-TZVPD.

Calculated values
**Net charge**: 0
**Relative energy (zero: lowest compared OMol25 entry of this formula, charge and spin)**: 9.480 eV
**Electronic energy**: -1038.54608 Eh
**Max |F|**: 0.046 Eh/bohr
**Lowest unoccupied orbital energy**: -0.08765 Eh
**HOMO energy**: -9.52 eV
**SMILES string**: O=[N+]([O-])c1cc([N+](=O)[O-])c2nonc2c1.CC(C)(C)N

Positions of all 33 atoms, in Å:
O (-3.094, 1.620, -0.346)
N (-2.664, 0.594, 0.186)
O (-3.396, -0.245, 0.717)
C (-1.227, 0.364, 0.186)
C (-0.352, 1.470, 0.174)
C (1.002, 1.304, 0.176)
N (1.880, 2.458, 0.177)
O (3.099, 2.277, 0.172)
O (1.370, 3.582, 0.184)
C (1.515, -0.018, 0.181)
N (2.753, -0.507, 0.176)
O (2.655, -1.830, 0.176)
N (1.390, -2.216, 0.185)
C (0.642, -1.110, 0.187)
C (-0.748, -0.917, 0.193)
H (-0.767, 2.468, 0.160)
H (-1.427, -1.754, 0.206)
C (-2.091, -4.962, 4.296)
C (-2.671, -3.606, 3.871)
C (-2.985, -3.623, 2.369)
C (-3.949, -3.313, 4.668)
N (-1.673, -2.548, 4.136)
H (-1.854, -4.964, 5.359)
H (-2.797, -5.770, 4.105)
H (-1.173, -5.173, 3.749)
H (-3.387, -2.662, 2.049)
H (-2.080, -3.816, 1.794)
H (-3.714, -4.396, 2.127)
H (-4.364, -2.346, 4.387)
H (-4.708, -4.074, 4.488)
H (-3.739, -3.289, 5.737)
H (-2.077, -1.651, 3.903)
H (-1.466, -2.531, 5.125)


This record from OMol25 describes one molecule with the formula C10H13N5O6 at a distorted geometry. The level of theory is ωB97M-V/def2-TZVPD.

Calculated values
**Net charge**: 0
**Relative energy (zero: lowest compared OMol25 entry of this formula, charge and spin)**: 5.014 eV
**Electronic energy**: -1113.55802 Eh
**Max |F|**: 0.102 Eh/bohr
**Lowest unoccupied orbital energy**: -0.04739 Eh
**HOMO energy**: -8.29 eV
**SMILES string**: CC[NH+](CC)[C@@H]1C(=[N+]([O-])[O-])C=C([N+](=O)[O-])c2no[n+]([O-])c21

Positions of all 34 atoms, in Å:
C (-0.153, -3.577, -0.151)
C (-0.983, -2.410, 0.268)
N (-0.570, -1.053, -0.430)
C (-1.585, -0.715, -1.491)
C (-1.068, -0.732, -2.910)
C (-0.029, 0.392, 0.313)
C (-0.659, 1.711, 0.479)
N (-2.044, 1.502, 0.908)
O (-2.728, 2.416, 1.363)
O (-2.473, 0.294, 0.900)
C (0.012, 2.895, 0.894)
C (1.426, 2.851, 1.017)
N (2.103, 4.048, 1.469)
O (3.343, 4.145, 1.457)
O (1.366, 4.993, 1.845)
C (2.155, 1.605, 0.769)
N (3.323, 1.220, 1.360)
O (3.393, -0.162, 1.159)
N (2.285, -0.639, 0.507)
O (2.217, -1.822, 0.163)
C (1.421, 0.482, 0.292)
H (-0.374, -4.427, 0.490)
H (-0.316, -3.851, -1.183)
H (0.890, -3.361, -0.004)
H (-2.047, -2.560, 0.098)
H (-0.848, -2.243, 1.331)
H (0.394, -1.052, -0.719)
H (-2.423, -1.410, -1.394)
H (-1.985, 0.264, -1.250)
H (-1.763, -0.159, -3.536)
H (-0.086, -0.273, -3.022)
H (-1.044, -1.759, -3.287)
H (-0.576, -0.334, 1.046)
H (-0.574, 3.721, 1.252)


This record from OMol25 describes one molecule with the formula C10H13NO at a distorted geometry. The level of theory is ωB97M-V/def2-TZVPD.

Calculated values
**Net charge**: 0
**Relative energy (zero: lowest compared OMol25 entry of this formula, charge and spin)**: 3.972 eV
**Electronic energy**: -518.69695 Eh
**Max |F|**: 0.146 Eh/bohr
**Lowest unoccupied orbital energy**: 0.02648 Eh
**HOMO energy**: -8.00 eV
**SMILES string**: C[C@@H]1NCCc2c(O)cccc21

Positions of all 25 atoms, in Å:
C (-2.636, 1.544, 0.640)
C (-1.755, 0.754, -0.350)
N (-2.162, -0.628, 0.101)
C (-1.657, -1.872, -0.423)
C (-0.174, -1.849, 0.015)
C (0.472, -0.547, -0.069)
C (1.775, -0.425, 0.289)
O (2.264, -1.570, 0.342)
C (2.488, 0.744, 0.035)
C (1.897, 1.934, -0.111)
C (0.578, 1.851, -0.362)
C (-0.164, 0.654, -0.274)
H (-2.497, 1.146, 1.673)
H (-2.453, 2.704, 0.694)
H (-3.787, 1.453, 0.339)
H (-1.967, 0.923, -1.377)
H (-3.307, -0.545, 0.451)
H (-2.157, -2.794, 0.112)
H (-1.770, -2.007, -1.568)
H (-0.157, -2.447, 1.002)
H (0.465, -2.537, -0.722)
H (3.173, -1.757, 0.186)
H (3.609, 0.478, 0.209)
H (2.593, 2.737, -0.338)
H (0.320, 2.864, -0.443)


This record from OMol25 describes one molecule with the formula C10H13NO at a distorted geometry. The level of theory is ωB97M-V/def2-TZVPD.

Calculated values
**Net charge**: 0
**Relative energy (zero: lowest compared OMol25 entry of this formula, charge and spin)**: 5.004 eV
**Electronic energy**: -518.65902 Eh
**Max |F|**: 0.065 Eh/bohr
**Lowest unoccupied orbital energy**: 0.03248 Eh
**HOMO energy**: -7.50 eV
**SMILES string**: C[C@@H]1O[C@@]12N=C=C[C@@H]1CC[C@H]2C1

Positions of all 25 atoms, in Å:
C (2.978, -0.180, 1.980)
C (2.576, -0.327, 0.537)
O (2.208, 0.729, -0.291)
C (1.220, -0.222, -0.001)
N (0.664, -1.101, -1.160)
C (-0.421, -1.319, -1.647)
C (-1.743, -1.435, -1.914)
C (-2.162, -0.413, -0.709)
C (-2.028, 1.148, -0.807)
C (-0.550, 1.338, -0.689)
C (-0.088, 0.402, 0.447)
C (-1.331, -0.543, 0.576)
H (3.055, -1.199, 2.461)
H (2.427, 0.509, 2.508)
H (3.981, 0.198, 1.939)
H (3.145, -1.081, 0.087)
H (-2.312, -1.604, -2.899)
H (-3.232, -0.683, -0.573)
H (-2.539, 1.484, 0.045)
H (-2.494, 1.622, -1.642)
H (-0.038, 1.168, -1.645)
H (-0.361, 2.381, -0.358)
H (0.006, 0.758, 1.453)
H (-1.994, -0.123, 1.381)
H (-0.966, -1.506, 0.923)


This record from OMol25 describes one molecule with the formula C10H13NO2 at a distorted geometry. The level of theory is ωB97M-V/def2-TZVPD.

Calculated values
**Net charge**: 0
**Relative energy (zero: lowest compared OMol25 entry of this formula, charge and spin)**: 3.208 eV
**Electronic energy**: -593.99735 Eh
**Max |F|**: 0.115 Eh/bohr
**Lowest unoccupied orbital energy**: 0.01750 Eh
**HOMO energy**: -7.88 eV
**SMILES string**: N[C@H]1CCc2cc(O)c(O)cc2C1

Positions of all 26 atoms, in Å:
N (3.635, -0.315, 0.023)
C (2.282, -0.377, -0.115)
C (1.746, -1.318, 0.963)
C (0.337, -1.689, 0.710)
C (-0.560, -0.585, 0.191)
C (-1.919, -0.826, 0.082)
C (-2.739, 0.209, -0.371)
O (-4.081, 0.253, -0.230)
C (-2.223, 1.427, -0.853)
O (-3.212, 2.367, -1.125)
C (-0.931, 1.624, -0.784)
C (-0.051, 0.728, -0.113)
C (1.514, 0.990, 0.006)
H (4.034, -0.041, -0.804)
H (3.681, 0.316, 0.805)
H (1.974, -1.027, -1.111)
H (2.358, -2.093, 1.031)
H (1.867, -0.637, 1.897)
H (0.234, -2.442, -0.113)
H (-0.059, -2.126, 1.581)
H (-2.440, -1.741, 0.239)
H (-4.266, -0.547, 0.490)
H (-4.107, 1.933, -1.153)
H (-0.726, 2.526, -1.397)
H (1.864, 1.836, -0.736)
H (1.789, 1.558, 0.888)